Here is 15 unconnected molecules or ions with the total composition C38H106O31S15 from OMol25. Energies are from ωB97M-V/def2-TZVPD.

## Properties
HOMO in eV: -8.68
ΔE to the lowest compared entry with this formula, charge and spin in kcal per mole: 163.25
Largest force on an atom in Eh/bohr: 0.08637

Geometry as ORCA input:
```
! RIJCOSX wB97M-V def2-TZVPD def2/J DEFGRID3
* xyz 0 1
O 15.264 -9.337 18.070
S 15.850 -10.669 18.253
O 17.171 -10.748 18.888
O 14.812 -11.640 19.026
C 13.462 -11.641 18.638
C 12.598 -11.008 19.690
C 16.004 -11.568 16.611
H 13.223 -12.702 18.562
H 13.351 -11.109 17.693
H 12.966 -11.396 20.640
H 11.535 -11.211 19.561
H 12.713 -9.926 19.628
H 16.741 -12.371 16.602
H 16.303 -10.889 15.812
H 15.021 -11.951 16.335
O -3.469 -9.879 34.482
S -2.304 -10.507 35.068
O -2.454 -11.365 36.236
O -1.600 -11.354 33.837
C -1.282 -10.659 32.640
C -0.040 -11.321 32.019
C -1.005 -9.270 35.401
H -1.167 -9.607 32.901
H -2.059 -10.799 31.888
H 0.211 -10.913 31.040
H -0.139 -12.405 31.953
H 0.811 -11.308 32.701
H -1.228 -8.896 36.401
H -1.061 -8.505 34.627
H -0.062 -9.807 35.503
O -11.336 -9.845 26.085
S -9.958 -9.586 26.429
O -8.876 -10.573 26.258
O -9.506 -8.077 25.739
C -10.469 -7.080 25.528
C -9.738 -5.733 25.478
C -10.000 -9.150 28.211
H -11.145 -7.061 26.382
H -10.947 -7.207 24.556
H -10.387 -4.859 25.426
H -8.972 -5.606 24.712
H -9.202 -5.636 26.422
H -10.192 -10.025 28.831
H -10.857 -8.502 28.397
H -9.001 -8.733 28.337
O 15.421 -17.581 26.437
S 15.083 -17.582 24.966
O 15.744 -18.457 24.029
O 13.468 -17.755 24.881
C 12.484 -16.922 25.522
C 11.426 -16.607 24.428
C 15.205 -15.872 24.272
H 12.891 -16.041 26.018
H 12.024 -17.554 26.282
H 10.453 -16.522 24.912
H 11.405 -17.412 23.693
H 11.606 -15.609 24.028
H 14.859 -15.135 24.996
H 14.593 -15.881 23.370
H 16.245 -15.640 24.042
O 11.158 -5.068 28.749
S 10.496 -6.096 29.536
O 9.511 -5.683 30.577
O 9.873 -7.252 28.493
C 8.927 -8.132 29.029
C 8.516 -9.074 27.888
C 11.750 -7.266 30.301
H 8.002 -7.683 29.390
H 9.374 -8.715 29.834
H 9.289 -9.697 27.437
H 8.097 -8.448 27.101
H 7.768 -9.745 28.310
H 12.329 -6.613 30.954
H 12.435 -7.677 29.560
H 11.286 -8.064 30.880
O 2.452 -13.513 24.174
S 1.705 -13.179 22.939
O 1.039 -14.206 22.214
O 0.649 -11.950 23.235
C -0.393 -11.786 22.291
C -1.815 -11.968 22.910
C 2.795 -12.301 21.845
H -0.293 -12.417 21.408
H -0.324 -10.758 21.936
H -2.039 -12.997 23.193
H -2.654 -11.654 22.290
H -1.785 -11.412 23.847
H 3.602 -12.932 21.472
H 3.104 -11.442 22.441
H 2.181 -11.860 21.060
O 1.191 -3.990 24.856
S 2.071 -4.327 25.985
O 3.084 -5.401 25.948
O 2.858 -3.033 26.459
C 4.211 -3.045 27.046
C 4.743 -1.637 26.637
C 1.048 -4.592 27.441
H 4.851 -3.843 26.668
H 4.056 -3.259 28.103
H 5.585 -1.350 27.267
H 3.922 -0.946 26.832
H 4.966 -1.495 25.580
H 0.611 -5.589 27.389
H 0.330 -3.789 27.612
H 1.782 -4.629 28.245
O 8.612 -12.804 11.084
S 9.384 -12.720 12.359
O 10.700 -11.995 12.525
O 8.402 -12.508 13.662
C 7.548 -11.360 13.725
C 6.383 -11.323 12.691
C 9.713 -14.456 12.792
H 8.046 -10.392 13.659
H 6.976 -11.303 14.650
H 5.787 -12.236 12.705
H 6.766 -11.080 11.700
H 5.737 -10.467 12.885
H 8.832 -15.051 12.552
H 9.988 -14.495 13.846
H 10.525 -14.826 12.166
C -6.302 -5.820 16.113
S -5.892 -6.767 17.652
O -5.180 -8.010 17.106
C -4.627 -5.561 18.266
H -6.692 -4.852 16.428
H -7.028 -6.397 15.540
H -5.386 -5.683 15.538
H -5.063 -4.587 18.488
H -3.945 -5.362 17.438
H -4.149 -6.011 19.136
C -1.789 -15.964 16.701
S -1.232 -14.451 15.717
O 0.064 -13.860 16.256
C -0.734 -15.452 14.241
H -2.488 -16.521 16.078
H -2.279 -15.602 17.605
H -0.996 -16.634 17.033
H -0.067 -15.054 13.477
H -1.690 -15.727 13.795
H -0.233 -16.387 14.491
C 5.654 -4.698 20.674
S 5.416 -5.680 19.135
O 6.388 -6.818 19.324
C 3.716 -6.336 19.436
H 4.736 -4.209 21.002
H 6.440 -3.977 20.449
H 5.960 -5.348 21.493
H 3.001 -5.602 19.064
H 3.402 -6.692 20.418
H 3.527 -7.100 18.682
C -5.271 -17.263 32.210
S -3.945 -17.780 31.067
O -4.308 -19.197 30.742
C -4.563 -16.775 29.637
H -6.227 -17.046 31.732
H -4.940 -16.301 32.600
H -5.275 -17.751 33.184
H -3.977 -16.994 28.744
H -4.487 -15.708 29.842
H -5.627 -16.904 29.436
C 6.881 -20.380 17.032
S 6.337 -18.973 18.055
O 7.554 -18.071 18.179
C 5.258 -18.106 16.872
H 7.555 -20.062 16.237
H 6.117 -20.981 16.539
H 7.351 -21.062 17.741
H 5.660 -17.474 16.080
H 4.547 -17.481 17.412
H 4.553 -18.841 16.483
C 2.587 -20.337 24.979
S 1.356 -19.642 26.192
O 0.504 -20.779 26.820
C 2.563 -19.296 27.567
H 3.130 -19.533 24.482
H 2.079 -20.922 24.212
H 3.316 -20.936 25.523
H 3.378 -18.747 27.095
H 3.063 -20.177 27.970
H 2.184 -18.747 28.429
C -8.901 -21.871 23.695
S -7.864 -20.479 24.326
O -6.675 -21.091 25.028
C -7.156 -20.069 22.671
H -9.489 -22.304 24.503
H -8.298 -22.695 23.313
H -9.691 -21.598 22.995
H -7.959 -19.979 21.940
H -6.557 -20.907 22.317
H -6.544 -19.168 22.619
*
```

Löwdin atomic charge list, values in e, 8 entries: O -0.30; S 0.67; O -0.31; O -0.27; C -0.32; C -0.06; C -0.09; H 0.13

Here is 2 unconnected molecules or ions with the total composition C5H11O2 from OMol25. Energies are from ωB97M-V/def2-TZVPD.

## Properties
HOMO (alpha / beta) in eV: -10.89 / -10.72
ΔE to the lowest compared entry with this formula, charge and spin in kcal per mole: 9.43
<S²>: 0.7542
Largest force on an atom in Eh/bohr: 0.04575

Geometry as ORCA input:
```
! RIJCOSX wB97M-V def2-TZVPD def2/J DEFGRID3
* xyz 0 2
C 1.383 -1.988 1.274
C 1.372 -0.645 2.057
O 2.577 -0.385 2.373
O 0.404 0.057 2.268
H 1.314 -1.793 0.207
H 0.659 -2.656 1.738
H 2.332 -2.490 1.516
C -0.643 0.854 -0.429
C -0.098 1.761 -1.518
C -1.886 0.126 -0.968
H 0.073 0.097 -0.124
H -0.896 1.382 0.496
H -0.710 2.680 -1.452
H -0.164 1.357 -2.536
H -2.776 0.752 -1.122
H -1.674 -0.273 -1.965
H 0.953 1.962 -1.342
H -2.221 -0.798 -0.473
*
```

Löwdin atomic charge list, values in e, 8 entries: C 0.03; C -0.64; O 0.26; O 0.08; H 0.09; H 0.10; H 0.08; C -0.32

Here is a gas-phase ion, C3H6NO (charge +1) from OMol25. Energies are from ωB97M-V/def2-TZVPD.

## Properties
HOMO in eV: -16.48
ΔE to the lowest compared entry with this formula, charge and spin in kcal per mole: 37.80
SMILES: C=[N+](C)C=O
Largest force on an atom in Eh/bohr: 0.11108

Geometry as ORCA input:
```
! RIJCOSX wB97M-V def2-TZVPD def2/J DEFGRID3
* xyz 1 1
C 0.277 0.293 1.378
N 0.175 -0.047 0.200
C -1.286 0.017 -0.620
C 1.394 -0.263 -0.727
O 2.105 -1.181 -0.599
H -0.640 0.356 2.152
H 1.211 0.121 1.823
H -2.037 -0.066 0.218
H -1.433 -0.807 -1.352
H -1.254 1.053 -1.083
H 1.489 0.525 -1.390
*
```

Löwdin atomic charge list, values in e, 8 entries: C 0.13; N -0.05; C 0.10; C -0.15; O 0.21; H 0.19; H 0.11; H 0.10